Record 1
13
Properties=species:S:1:pos:R:3 method="wB97M-V/def2-TZVPD" charge=+1 homo_lumo_gap_ha=0.25309 e_homo_ev=-14.3393
N -3.8671 -0.2811 -0.0854
H 1.5556 -1.3056 -1.0872
C 1.5636 0.3484 0.2519
H 0.1575 2.0181 -0.3787
O -4.2424 0.6778 0.2737
C 1.2306 -1.0914 -0.0331
O -0.1668 -1.1237 0.0255
H 1.4052 0.6096 1.3361
O -1.8234 0.3206 -0.3513
H 1.7619 -1.7895 0.6833
N 0.3978 0.9894 -0.3887
C -0.6005 0.0923 -0.2537
H 2.6278 0.5352 0.0076

Record 2
22
Properties=species:S:1:pos:R:3 method="wB97M-V/def2-TZVPD" charge=+1 homo_lumo_gap_ha=0.40999 e_homo_ev=-13.7120
H -1.7196 -1.3720 0.9898
N -0.9857 1.4260 -0.4523
H 3.8224 -1.1753 -0.6509
N -1.2863 -0.5569 0.6709
H -3.4352 -1.9273 -1.4976
H -4.7153 -1.1439 -0.0998
C 2.5816 0.1007 0.3592
H -0.2582 -0.4411 0.7950
H 4.4444 1.4104 0.0489
H 4.5765 0.2564 1.3976
H 2.2104 -1.5377 -1.0182
H -1.3831 2.3327 -0.7359
H -3.0498 -1.7884 0.3031
C -3.6090 -1.3548 -0.4916
H -0.3081 1.4513 0.3914
O 1.3858 0.2233 0.7454
C -1.8670 0.3212 -0.2027
N -3.0080 -0.0184 -0.7790
C 3.8551 0.8632 0.7914
H 3.4900 1.8022 1.2237
H -3.5898 0.5745 -1.4737
N 2.8608 -0.8235 -0.6359

Record 3
11
Properties=species:S:1:pos:R:3 method="wB97M-V/def2-TZVPD" charge=0 homo_lumo_gap_ha=0.35240 e_homo_ev=-8.9625
C -0.5768 -0.9162 -0.8515
N 1.6036 1.5388 0.0177
H -1.8880 -2.0826 -1.1079
C 0.8697 0.5709 -0.1039
N -0.0356 0.0861 0.9465
H 0.0416 1.0466 2.6479
O -1.1574 -1.8221 -1.7473
H 2.2335 1.6940 -0.8242
O -0.6280 0.9692 1.8433
N -1.0059 -0.8430 0.3579
O 0.5434 -0.2417 -1.1787

Record 4
18
Properties=species:S:1:pos:R:3 method="wB97M-V/def2-TZVPD" charge=0 smiles="CCC(C)=[S@@](N)(=O)I" homo_lumo_gap_ha="0.25416 / 0.26668" e_homo_ev="-8.6898 / -8.6122"
H 1.8801 -0.2456 1.4906
N -1.7835 1.6429 -0.7897
O -1.3203 2.3974 1.5789
S -0.4992 1.8830 0.2875
H 1.1805 1.1947 2.1807
H -2.4106 2.3910 -0.4798
C 0.1027 0.3880 0.4769
C 0.1114 -1.7831 -0.5213
H -0.2437 -2.2274 -1.4632
H 1.4409 -0.1949 -1.0261
C 0.9707 0.2347 1.7023
I 0.6858 4.1980 -0.7595
H -0.2945 -0.1226 -1.6390
H 0.3813 -0.3831 2.4936
H -1.6806 1.8238 -1.7468
H 0.9789 -2.3530 -0.0974
C 0.4680 -0.3105 -0.7940
H -0.7166 -1.8580 0.3316

Record 5
9
Properties=species:S:1:pos:R:3 method="wB97M-V/def2-TZVPD" charge=0 smiles="C#[N+][O-].O=[PH3]" homo_lumo_gap_ha=0.39336 e_homo_ev=-10.0056
N -2.0686 -0.1702 -0.0160
H 1.3126 0.9820 -0.5773
H 1.4758 0.0308 1.3339
O 2.4166 -1.3619 -0.4002
O -0.8938 -0.2200 0.2845
H -4.1883 -0.0272 -0.6335
P 2.0223 0.0504 0.0644
C -3.1370 -0.2130 -0.4593
H 3.0604 0.9292 0.4037

Record 6
81
Properties=species:S:1:pos:R:3 method="wB97M-V/def2-TZVPD" charge=+3 spin_multiplicity=5 homo_lumo_gap_ha="0.28568 / 0.15404" e_homo_ev="-16.0679 / -16.1479" s2=6.039
C 4.7724 0.5576 2.8921
H 0.7781 3.8336 4.5549
S 2.3664 0.6982 -0.0546
C 0.0133 0.6976 5.6147
C 6.7956 -0.1399 1.7511
H 0.4916 2.5143 6.6084
C 4.6860 -1.8342 -0.5218
C 6.9495 0.3521 4.0447
H 0.7909 -2.2855 -2.3163
F 5.1431 2.0659 -4.8128
Ru 0.1751 0.1296 0.0261
H -2.2660 -0.7737 -1.9855
C 0.3898 2.2110 3.2259
C 6.3245 2.1568 -0.9113
C 6.9575 2.9761 -1.8223
H -0.1372 0.1305 6.5237
Ge 4.4985 0.0245 -0.0887
F 3.7155 -4.9483 1.0758
H -0.6992 -1.9309 4.5405
C 5.3223 1.2768 -1.2830
F 6.6992 2.2396 0.3824
C 6.5608 2.9328 -3.1504
C -2.3514 1.3983 -1.8842
H -3.4026 1.3050 -1.6111
F 7.3558 -0.5130 0.6411
H 0.1509 2.2684 -3.2260
H -1.0511 -3.0620 -1.4372
H -3.2528 1.4384 1.1042
F 7.9154 3.8002 -1.4424
C 5.3706 0.1797 1.7151
N -0.1607 0.0098 2.0968
N -0.4905 -1.1510 3.9372
H -0.1344 -1.9105 -3.7966
C 0.5868 1.2940 -3.4343
C -1.3616 -3.4740 1.9864
C 4.1179 -2.7445 0.3586
H -0.3429 3.9689 0.1721
F 8.8570 -0.3364 2.8913
F 3.9703 0.4290 -3.0143
H -1.6068 -3.8984 2.9481
C 5.0425 -4.5792 -0.8341
F 6.3619 -4.1662 -2.7244
H -2.2799 2.2220 -2.5956
C -0.8309 -2.2617 1.7020
H 0.3398 3.3010 -1.3134
H 0.3225 0.9986 -4.4516
H 1.6722 1.3582 -3.3575
C 5.4616 -2.3385 -1.5580
C -0.1416 0.1352 4.3520
C 5.5394 2.0815 -3.5521
P -1.3959 1.8810 -0.3749
C 0.5312 2.7835 4.4729
H -3.2422 3.1119 0.5046
P -0.0277 0.0100 -2.3218
H -1.2619 4.0874 -1.3359
F 5.2029 -5.8743 -0.9882
C 5.6376 -3.6995 -1.7264
C -1.0790 -3.0249 -0.3582
F 7.6097 0.4623 5.1463
N -0.6601 -2.0049 0.3493
C 0.3565 2.0314 5.6502
H -2.1248 2.6216 1.7965
F 5.0030 1.0290 5.1752
C 5.5231 0.6621 4.0579
C -2.6210 2.2977 0.8821
C 4.2778 -4.1040 0.2228
C 4.9445 1.2656 -2.6150
F 3.4771 0.8277 2.9585
F 6.0632 -1.5186 -2.4168
H -2.1350 0.0104 -3.5593
C 7.5776 -0.0559 2.8809
C 0.5842 -1.5288 -3.0692
C 0.0619 0.8600 3.1832
F 7.1443 3.7119 -4.0306
C -0.5830 3.4569 -0.7601
H 1.5163 -1.3113 -3.5919
H 0.5332 2.7798 2.3146
F 3.3861 -2.2792 1.3931
C -1.8434 0.0859 -2.5099
C -0.4875 -1.1647 2.5960
S -1.6693 -4.3263 0.5461

Here are the calculated molar mass numbers, same order: 117.1; 133.2; 117.1; 247.1; 93.0; 1058.3 (g/mol).
Here are the calculated calculated total energy numbers, same order: -452.18989; -454.24903; -467.89055; -984.13727; -586.95202; -6621.61666 (hartree).